The following is a quantum chemistry calculation of a molecular structure, C27H26F9N4O4S2Y, from the Open Molecules 2025 dataset.

```
73
Properties=species:S:1:pos:R:3:forces:R:3
C 1.028521 3.995407 -0.846649 0.005 0.018 0.004
C 1.585355 2.372550 1.265597 0.076 -0.242 0.075
F -1.323390 -0.970712 2.449381 0.060 0.040 -0.138
H -0.977326 -2.338825 -3.924678 -0.007 0.003 -0.004
C 0.396048 2.763216 -0.719593 -0.005 0.003 0.082
H 2.957349 3.884910 1.940305 -0.009 -0.003 0.016
C -3.650897 1.569994 -1.157997 0.030 -0.031 -0.015
H -5.173483 -0.197783 0.347251 -0.003 0.008 0.000
H -1.627664 -0.090775 -4.865858 -0.008 -0.004 -0.005
H -3.111421 1.424452 -4.987281 -0.006 0.009 0.000
F 5.679538 -1.868343 -1.361928 0.002 0.009 0.000
C -2.557320 0.761647 -1.654926 -0.018 -0.048 -0.123
F 5.233375 -0.196346 -0.059958 -0.007 -0.019 -0.002
C -4.434443 2.316471 -2.023510 0.002 -0.007 0.032
H -4.911454 2.230257 0.388936 -0.002 0.015 -0.019
H 2.459488 5.377610 -0.014240 0.005 -0.005 0.012
S 3.172105 -1.061637 -1.400934 0.033 0.035 -0.064
C 0.664476 1.880246 0.339906 -0.081 0.309 -0.239
C 0.019641 0.156897 -3.566061 0.009 0.003 0.011
C 2.243681 3.599734 1.175360 -0.134 0.044 -0.022
O 1.180649 -4.148867 -2.727198 -0.002 0.017 0.005
F 4.629281 -2.197044 0.499252 -0.029 -0.018 0.014
N -1.720543 0.103497 -0.856082 0.200 0.017 0.078
H -2.740662 3.338269 0.773009 -0.016 0.001 0.006
C 1.963872 4.419504 0.096162 0.012 0.002 -0.001
H 0.278473 0.108493 -2.509506 -0.008 0.004 0.009
H 3.273230 -3.303569 4.368857 -0.004 0.003 -0.010
H -4.876854 2.910456 -4.056656 -0.002 0.004 0.004
H 2.966404 -2.380570 6.644558 -0.002 0.002 0.001
C -4.251709 2.313880 -3.402071 0.000 0.003 -0.031
C 2.847628 -2.316585 4.501835 -0.006 -0.013 -0.016
F 2.954389 -5.245194 -0.686415 -0.027 -0.005 0.024
H 1.302616 1.191164 4.937794 0.004 0.002 0.001
F 0.162353 -2.442440 1.802728 -0.089 -0.015 0.045
C 2.116988 -0.538054 5.941607 -0.021 0.030 -0.009
H 0.791955 4.637831 -1.689522 -0.003 -0.004 0.002
C -4.341693 0.248862 0.898876 -0.023 0.018 0.007
S 1.491723 -3.281493 -1.637404 -0.009 -0.029 -0.077
H -3.489805 -0.423667 0.827036 0.017 0.003 -0.007
C -3.997707 1.624554 0.319840 0.015 -0.015 0.007
O 2.312127 -0.572718 -0.346222 -0.098 -0.033 -0.009
C -1.221311 -2.446131 2.343611 0.090 0.022 0.038
H 1.966905 -0.136601 6.936768 -0.003 0.006 -0.001
H -2.711899 -1.971998 -3.827513 -0.004 -0.002 0.006
O 0.439257 -2.476964 -1.070789 0.006 0.084 0.075
O 3.536494 -0.179875 -2.461343 0.004 0.029 0.027
C 1.741295 0.207807 4.834280 0.030 -0.023 0.006
C -2.437366 0.714272 -3.100647 -0.022 0.007 0.057
H -1.696987 -1.840044 -2.383536 -0.010 -0.001 -0.005
C 1.943597 -4.458168 -0.287768 0.047 0.071 -0.026
N 1.951876 1.591893 2.405139 -0.025 -0.211 0.011
C 4.769406 -1.356501 -0.526801 -0.016 -0.047 -0.028
C -1.722665 -1.685094 -3.460410 -0.003 0.022 -0.017
N 2.820188 -2.496031 -1.934160 0.049 -0.083 0.074
Y -0.155979 -0.440120 0.316538 -0.230 -0.114 0.040
F 2.327251 -3.821891 0.816474 0.053 -0.006 -0.050
F -1.888407 -2.609618 1.142838 -0.031 -0.009 0.053
H -0.341686 2.477055 -1.464102 0.011 -0.009 -0.022
C -1.449222 -0.213355 -3.789183 0.022 0.012 0.007
H -3.282477 2.436848 2.205709 0.001 -0.005 -0.010
H 2.560190 -1.982245 2.392170 0.013 -0.005 0.009
H 0.220160 1.177671 -3.900777 -0.003 0.001 0.000
H -4.633649 0.337412 1.951271 0.010 -0.011 -0.006
C -3.255104 1.485730 -3.909601 0.005 -0.019 0.022
H 0.681444 -0.520583 -4.115364 -0.001 0.000 0.003
C 1.918632 -0.317339 3.560625 0.044 0.086 0.046
F 0.898666 -5.228439 0.001242 0.016 -0.016 -0.001
C 2.676857 -1.797754 5.778327 0.001 -0.011 0.014
N 1.536026 0.419533 2.396714 0.095 0.064 0.051
H -1.999509 1.797921 1.161838 0.023 -0.036 -0.017
H -5.230488 2.923716 -1.594798 0.001 -0.001 -0.007
C 2.456570 -1.585645 3.391600 -0.017 0.047 -0.013
C -2.942961 2.339255 1.168044 -0.006 0.043 0.020
```
Forces are in eV/Å.

Calculated values
spin multiplicity	1
Kohn-Sham gap	5.052	eV
energy	-89743.67605	eV
charge	-2
HOMO energy	-0.604	eV

---

The following is a quantum chemistry calculation of a molecular structure, C27H26N2O4S3Zr at a distorted geometry, from the Open Molecules 2025 dataset.

```
63
Properties=species:S:1:pos:R:3:forces:R:3
C 16.012458 7.912723 12.603757 -0.805 1.185 1.286
C 14.455029 9.599366 13.166240 -0.825 0.541 -1.755
H 22.143295 10.542386 7.103651 -1.894 -1.165 0.791
C 9.895801 7.197122 7.654562 -1.591 0.284 0.452
H 10.233389 6.561761 10.303633 -0.300 -0.275 0.320
H 15.104967 15.457292 9.601935 -0.214 -0.409 -0.199
C 19.853256 8.799425 9.151086 1.347 0.640 0.712
H 10.385437 8.281383 10.237552 -0.486 0.982 0.023
C 13.548337 7.081012 8.538099 -1.775 1.806 -0.746
C 10.852963 7.372415 9.955538 0.954 -1.119 -0.235
N 15.188409 8.980105 12.246958 0.487 -0.396 -0.353
C 14.385071 12.191204 9.689555 0.149 2.288 -0.940
C 18.799387 9.516452 7.115714 -1.635 -0.015 0.189
S 17.359755 7.947351 8.918609 -0.720 -0.394 -0.701
Zr 15.048179 9.289321 10.007547 0.050 -0.610 -0.037
C 9.856469 7.020217 6.224303 2.172 0.645 1.111
C 21.167701 10.035720 7.479925 -0.186 1.478 -1.565
C 12.294626 7.031457 7.831920 -0.124 -0.060 1.657
H 17.483455 4.472069 13.145491 0.058 -0.174 -0.330
H 18.143541 5.855275 11.052143 -0.077 -0.647 0.155
S 13.126388 11.123167 9.286365 0.059 -0.002 0.391
H 7.697616 6.978752 5.966294 0.627 -0.164 -0.274
C 11.157044 6.824393 5.624213 -1.099 0.015 1.364
H 11.817551 7.299667 10.446197 -0.188 0.010 0.244
C 15.304243 8.173609 14.917112 -0.661 0.608 0.073
H 21.876875 9.444801 9.382032 0.309 0.097 0.216
O 14.291841 13.515005 9.583522 -0.196 -1.090 0.334
H 8.479035 8.260197 5.112375 0.446 -0.248 0.002
N 16.909471 8.237755 10.447192 -0.121 0.591 -1.220
H 15.325657 7.992001 15.999372 0.059 -0.363 -0.577
C 16.861951 7.440741 11.592721 0.670 -2.410 0.914
C 17.102553 5.466186 12.973189 0.110 0.311 1.404
C 16.434040 6.035548 14.063180 0.681 -0.034 -0.371
S 15.892911 11.526971 10.039185 2.140 1.388 0.642
H 17.864600 9.590608 6.512136 1.038 -0.180 0.356
C 14.533427 9.252538 14.487296 -0.083 0.030 1.665
H 19.878488 8.207681 10.097995 0.029 0.730 -0.802
H 8.663187 6.597045 4.481523 -0.046 0.252 0.322
H 16.285491 5.435277 14.967825 0.129 0.420 -0.318
H 13.724595 10.376640 12.777376 1.061 -0.891 0.689
H 16.304427 14.145603 9.426835 0.754 -0.264 -0.466
C 8.623561 7.204738 5.397668 -0.687 -0.263 0.349
C 12.293153 6.834883 6.412004 0.692 -0.388 -0.132
O 17.592392 6.575333 8.568081 -0.550 0.679 0.474
H 13.928413 9.848207 15.183752 0.468 -0.437 -0.130
H 14.420526 7.246618 6.097808 0.134 0.780 -0.196
H 13.993404 5.631536 5.823760 -0.402 0.049 0.011
C 15.977130 7.374855 13.966802 -0.405 -0.190 -2.156
C 19.988546 10.049293 6.668966 1.137 -0.537 -1.314
C 21.032868 9.505408 8.722972 -0.503 -1.757 1.314
C 13.603802 6.659105 5.722425 0.234 -1.239 -0.333
H 8.921699 7.412455 8.205305 1.195 -0.460 -0.986
O 16.183400 8.662089 8.221662 0.013 -0.437 1.258
O 13.813897 7.741330 9.649620 -0.914 -2.000 -1.752
H 15.535836 14.471712 11.000189 0.069 -0.173 0.120
C 18.712792 8.893503 8.398483 1.244 0.540 -0.581
H 20.098371 10.282636 5.569855 -0.381 0.253 1.499
C 15.424253 14.465522 9.922897 -1.489 -0.490 0.335
C 17.448881 6.176657 11.815607 -0.557 1.935 -0.591
H 14.367678 6.746130 7.928336 0.799 -0.324 0.459
H 11.278603 6.639330 4.564497 -0.188 0.176 -0.016
H 13.439685 6.797990 4.667002 0.372 0.274 -0.364
C 11.023963 7.189657 8.485037 -0.579 0.618 -1.692
```
Forces are in eV/Å.

Calculated values
spin multiplicity	1
Kohn-Sham gap	6.799	eV
energy	-73364.49599	eV
charge	+2
energy relative to the best compared isomer or geometry (same formula, charge and spin)	6.3	kcal per mole
HOMO energy	-13.885	eV

---

The following is a quantum chemistry calculation of a molecular structure, C27H27As2N3O12RhS2 at a distorted geometry, from the Open Molecules 2025 dataset.

```
74
Properties=species:S:1:pos:R:3:forces:R:3
O -3.050041 2.090457 2.959430 -0.004 0.037 0.015
H -5.648351 3.520357 2.418117 0.003 -0.003 0.016
C 3.825933 -2.481054 -3.245503 0.169 -0.080 0.069
O 2.054521 0.042653 1.566811 0.293 -0.047 -0.527
H 2.704725 4.022728 -0.463801 -0.001 0.007 0.009
C -2.339652 6.224112 0.024840 0.039 0.028 -0.010
O -3.685443 4.036471 2.015298 0.042 0.000 0.093
C -1.513842 2.050884 -2.612452 0.006 0.052 -0.073
H -4.605012 3.697478 3.853773 -0.007 0.033 -0.006
H 4.390486 0.480877 1.744184 0.058 -0.012 -0.005
C -1.936965 -6.946975 0.967677 0.012 0.002 -0.019
H -1.215377 -1.325715 -2.622010 0.002 0.086 -0.040
H 1.210082 -2.207632 -3.749607 -0.031 0.000 0.010
C -1.793508 2.916601 1.149251 -0.039 -0.099 -0.071
H 1.966248 4.830761 -1.885610 0.053 0.001 0.042
H 4.646916 0.006186 0.040690 0.021 0.008 -0.012
H -2.519013 -6.915594 3.035537 -0.013 -0.014 0.018
C -1.964673 -6.425413 2.247947 0.024 0.021 -0.024
H -1.488117 6.386472 -0.637128 0.001 0.002 0.043
N 1.416201 -2.234559 -2.759333 -0.056 0.023 -0.008
C -1.916190 3.444269 -0.064967 0.007 0.003 0.095
C -0.499082 -5.163515 0.185946 -0.052 -0.062 0.041
O -3.308911 5.390012 -0.623606 -0.046 -0.019 0.054
O 4.728448 -2.584527 -0.000542 -0.073 -0.072 -0.086
C 0.877510 1.757244 0.405719 -0.054 0.045 0.044
C 2.762232 4.170880 -1.540952 0.035 0.026 -0.019
C -3.211156 4.066191 -0.543007 -0.008 -0.060 -0.063
C 2.095530 1.007146 0.791059 -0.093 -0.123 0.061
O 1.742718 0.937972 -2.441970 0.029 -0.093 0.050
O -4.079205 3.350691 -0.963705 0.010 0.016 -0.006
C -0.917075 -2.048483 -1.866488 -0.013 0.045 0.032
O 2.692844 2.915327 -2.236625 -0.026 0.024 -0.081
S 0.844808 -1.897183 3.754676 -0.090 -0.115 0.142
N 1.253481 -2.136864 -0.599903 0.013 0.175 -0.508
C -0.539033 -4.628538 1.466573 -0.004 0.221 0.090
As -0.419734 1.742771 1.904598 0.033 0.020 -0.015
C 2.573031 -2.300361 -0.935747 0.075 -0.048 0.026
H -2.576168 2.287568 -2.652510 0.019 -0.007 -0.029
H -1.090625 2.055849 -3.614554 0.002 -0.020 0.019
C -1.325468 0.067852 1.364828 0.228 -0.143 0.077
As -0.637782 3.437334 -1.540898 0.026 0.075 0.048
C 1.805931 2.001532 -1.877135 -0.009 -0.111 0.026
C 0.557950 -2.103779 -1.727669 0.136 -0.019 0.046
C -1.205536 -6.327685 -0.049800 -0.011 0.001 0.037
H -0.557703 -0.728152 1.275727 -0.237 0.097 -0.056
C 0.791699 2.312605 -0.803230 -0.083 0.034 -0.091
H 5.008381 -2.652170 -1.730883 0.064 0.063 0.053
Rh 1.148705 -1.875570 1.440129 -0.708 0.785 0.309
C 3.527938 -2.484192 0.167708 -0.058 -0.047 0.339
H -2.029703 -0.230154 2.137890 0.016 0.039 -0.010
H 0.094624 -4.693490 -0.584398 0.012 0.030 -0.040
N 0.081562 -3.468802 1.919723 0.208 -0.572 0.349
H 5.218157 1.604704 0.610952 0.044 -0.066 -0.004
H -1.184177 -6.773637 -1.034265 -0.002 -0.014 -0.016
C 2.691685 -2.352021 -2.289127 0.017 0.060 0.043
H -1.362344 1.086057 -2.142173 -0.039 -0.132 0.020
S -1.069995 -4.400456 4.011718 0.036 -0.035 -0.158
H -2.841177 7.168622 0.212965 0.020 -0.003 -0.026
O 5.030096 -2.614741 -2.717956 -0.141 -0.010 -0.101
O 2.960762 -2.546857 1.355692 0.272 -0.203 -0.038
H -5.114184 5.146850 2.927585 -0.017 -0.021 -0.003
H -2.019015 5.790664 0.970028 0.000 0.023 -0.010
C -2.911645 2.967541 2.139680 -0.030 -0.015 -0.056
O 3.599926 -2.460391 -4.424259 -0.032 0.020 -0.033
C -4.845365 4.097280 2.872381 -0.021 -0.004 -0.014
H -1.371307 -1.782262 -0.915342 -0.002 0.005 0.013
H -1.817030 0.164361 0.398875 0.003 0.013 -0.006
C -1.251102 -5.259106 2.492286 -0.013 -0.023 -0.037
H -1.305909 -3.022674 -2.166164 0.010 -0.024 0.017
O 3.217066 1.490360 0.343083 0.048 0.093 0.076
H 3.727642 4.592836 -1.802196 -0.021 0.000 0.011
H -2.479367 -7.857112 0.755726 -0.011 -0.016 -0.010
C 4.464059 0.833751 0.720177 -0.138 0.086 -0.003
C -0.065917 -3.264666 3.216219 0.095 0.031 -0.120
```
Forces are in eV/Å.

Calculated values
spin multiplicity	1
Kohn-Sham gap	6.886	eV
energy	-203827.86185	eV
charge	+1
HOMO energy	-11.271	eV